# 1
{
  "formula": "C22H32O3",
  "method": "wB97M-V/def2-TZVPD",
  "symbols": ["O", "O", "O", "C", "C", "C", "C", "C", "C", "C", "C", "C", "C", "C", "C", "C", "C", "C", "C", "C", "C", "C", "C", "C", "C", "H", "H", "H", "H", "H", "H", "H", "H", "H", "H", "H", "H", "H", "H", "H", "H", "H", "H", "H", "H", "H", "H", "H", "H", "H", "H", "H", "H", "H", "H", "H", "H"],
  "xyz": [[-1.05551, 0.57171, 0.52052], [-1.52227, 2.39150, -0.76794], [1.33201, 0.64352, 1.80584], [1.83018, -1.98087, -1.01827], [-2.27465, -3.70302, -0.41533], [-0.76140, 1.69831, 0.13890], [1.38477, 1.80663, 1.42793], [3.75024, 2.50777, 0.85025], [-1.83915, -3.67559, 1.93741], [2.54047, 2.92506, -1.40463], [-3.55755, 2.40192, -2.06582], [-2.70476, -3.95927, 0.88531], [1.16202, -2.39433, 0.23261], [-0.67734, -2.97555, -2.13108], [0.27507, -2.82905, 2.90815], [-0.58235, -3.15518, 1.73213], [-4.06606, -4.50156, 1.16517], [-2.64734, 1.63739, -1.13207], [2.59480, 2.60117, 1.85236], [0.40251, 2.41088, 0.59988], [3.61527, 3.39428, -0.39592], [1.23533, 3.72016, -1.35988], [-0.11760, -2.90349, 0.39195], [0.59969, 3.77057, 0.02644], [-1.02441, -3.19245, -0.69535], [0.53757, -1.76931, 2.91028], [4.58916, 3.43791, -0.90341], [-2.28100, 0.70415, -1.57939], [0.19074, -3.56424, -2.43076], [3.85905, 1.46168, 0.53723], [-4.42905, 1.81658, -2.35379], [2.94282, 2.96343, -2.42592], [0.51563, 3.28019, -2.06238], [1.41037, 4.73932, -1.72205], [-4.00166, -5.44767, 1.70656], [-3.90534, 3.31885, -1.59219], [2.91462, 2.20234, 2.82254], [2.82883, -1.57401, -0.83783], [2.32720, 1.86329, -1.23186], [-3.02697, 2.69184, -2.97151], [1.95454, -2.81842, -1.70471], [-2.17332, -3.86832, 2.94206], [1.19291, 4.39060, 0.70018], [-4.64217, -3.80354, 1.77667], [-0.48985, -1.92241, -2.34394], [3.42056, 4.43231, -0.10042], [1.26244, -1.19740, -1.52021], [-4.62508, -4.67950, 0.24416], [-3.15169, 1.36736, -0.19554], [2.32766, 3.64328, 2.05209], [-1.49770, -3.28322, -2.78185], [1.19341, -3.41868, 2.90049], [1.73891, -2.24904, 1.12996], [-2.94542, -3.91356, -1.23259], [-0.37869, 4.26403, -0.02485], [-0.23923, -3.03991, 3.84577], [4.68876, 2.76157, 1.35863]],
  "nbo_charge": [-0.696, -0.540, -0.710, -0.708, -0.265, 0.743, 0.511, -0.378, -0.267, -0.405, -0.624, 0.154, 0.188, -0.651, -0.679, 0.174, -0.652, -0.063, -0.486, -0.395, -0.405, -0.390, -0.125, -0.418, 0.148, 0.289, 0.198, 0.162, 0.227, 0.190, 0.205, 0.196, 0.203, 0.184, 0.239, 0.209, 0.216, 0.249, 0.196, 0.205, 0.244, 0.220, 0.193, 0.247, 0.246, 0.195, 0.276, 0.225, 0.183, 0.198, 0.227, 0.225, 0.233, 0.217, 0.215, 0.228, 0.196],
  "e_homo_ev": -5.73,
  "max_force_ev_per_a": 2.6,
  "energy_ev": -29473.1296
}

=====

# 2
{
  "formula": "C22H33B",
  "method": "wB97M-V/def2-TZVPD",
  "symbols": ["C", "C", "C", "C", "C", "C", "C", "C", "C", "C", "C", "C", "C", "C", "C", "C", "C", "C", "C", "C", "C", "C", "B", "H", "H", "H", "H", "H", "H", "H", "H", "H", "H", "H", "H", "H", "H", "H", "H", "H", "H", "H", "H", "H", "H", "H", "H", "H", "H", "H", "H", "H", "H", "H", "H", "H"],
  "xyz": [[-2.04373, 1.05140, -1.09295], [-2.26434, -1.19379, -3.03921], [-1.01044, -0.37075, -2.93863], [-1.22873, 1.22004, 3.32789], [0.77257, -2.66276, 5.69392], [0.32315, 1.42743, -2.00417], [-0.72332, -0.93409, 1.99491], [-0.23195, -0.75285, 4.39277], [0.05060, -0.71779, -3.76759], [-2.65047, 2.43669, -1.40326], [-0.89009, 0.70247, -2.03488], [1.36865, 1.04090, -2.83590], [0.63135, 2.62240, -1.13884], [0.15354, -2.84070, 3.27070], [-1.19371, -0.45151, 0.76871], [-1.65021, 0.89842, 0.41220], [-0.37815, -3.21605, 0.88139], [-0.29109, -2.31393, 2.07126], [1.24050, -0.00026, -3.74932], [-0.69913, -0.16923, 3.22574], [0.23166, -2.07389, 4.43144], [2.36152, -0.30240, -4.68685], [4.35705, 2.19825, -0.44087], [-1.26924, -1.16850, -0.04864], [5.39697, 1.77216, 0.06193], [1.81541, -2.99006, 5.56442], [4.48607, 2.23412, -1.66697], [-3.53239, 2.61543, -0.77616], [-1.42339, -3.42298, 0.60975], [-0.22716, -0.17306, 5.31503], [-2.97670, 2.46742, -2.45118], [0.10289, -4.17750, 1.10928], [-0.19264, 2.93724, -0.49555], [0.43334, -3.90029, 3.30798], [-0.05928, -1.57172, -4.43656], [-2.12695, -1.94755, -3.82592], [1.51713, 2.42015, -0.51363], [-2.28127, 1.26038, 3.02355], [3.28517, -0.52101, -4.13483], [-2.53089, 1.18299, 1.01219], [-0.84254, 1.60200, 0.65447], [4.15012, 3.34196, -0.03083], [0.72986, -1.91690, 6.49546], [0.88570, 3.49168, -1.77391], [2.09677, -1.16269, -5.30986], [0.18993, -3.54670, 5.99251], [-0.66188, 1.94827, 2.73511], [3.40166, 1.46651, -0.13703], [0.11068, -2.78390, 0.00120], [2.56598, 0.55854, -5.33912], [2.31620, 1.57328, -2.74784], [-1.93275, 3.24821, -1.23829], [-2.48802, -1.72763, -2.10492], [-2.85936, 0.33290, -1.27045], [-3.14341, -0.58730, -3.29329], [-1.17124, 1.54656, 4.37364]],
  "nbo_charge": [-0.242, -0.628, -0.050, -0.656, -0.657, -0.005, -0.136, -0.265, -0.232, -0.604, -0.007, -0.201, -0.672, -0.267, 0.202, -0.522, -0.669, 0.160, 0.022, 0.162, 0.171, -0.634, -0.708, 0.225, -0.047, 0.255, -0.068, 0.199, 0.237, 0.227, 0.227, 0.238, 0.174, 0.227, 0.199, 0.223, 0.297, 0.232, 0.238, 0.258, 0.280, -0.060, 0.230, 0.242, 0.203, 0.245, 0.255, -0.103, 0.251, 0.227, 0.259, 0.221, 0.190, 0.209, 0.216, 0.233],
  "e_homo_ev": -6.85,
  "max_force_ev_per_a": 1.0,
  "energy_ev": -24021.5419
}

=====

# 3
{
  "formula": "C22H33CaNO3P2",
  "method": "wB97M-V/def2-TZVPD",
  "symbols": ["Ca", "P", "P", "O", "O", "O", "N", "C", "C", "C", "C", "C", "C", "C", "C", "C", "C", "C", "C", "C", "C", "C", "C", "C", "C", "C", "C", "C", "C", "H", "H", "H", "H", "H", "H", "H", "H", "H", "H", "H", "H", "H", "H", "H", "H", "H", "H", "H", "H", "H", "H", "H", "H", "H", "H", "H", "H", "H", "H", "H", "H", "H"],
  "xyz": [[0.13055, -0.62854, 0.03517], [2.71895, -1.47656, 0.54928], [1.87109, 0.59275, -1.74967], [-1.88372, -0.11911, 0.30257], [-2.55756, -3.26609, -2.23368], [-0.84114, -2.12614, -1.27915], [-3.00470, -2.00316, -0.42163], [-2.05617, -2.46107, -1.32930], [1.76722, 2.19536, -2.59715], [6.28208, 0.43838, -0.31712], [-8.30667, 2.73891, 2.25805], [-2.09706, -0.44497, 2.86458], [-2.56350, -1.15439, 0.62967], [4.58704, 1.36558, -1.78385], [-7.99155, 2.83680, -0.45728], [1.82301, -0.59489, -3.14862], [-6.74811, 2.34064, 0.29852], [5.33225, -0.43547, 0.23355], [-3.99995, -3.45536, -1.94710], [-2.78334, -1.37415, 2.04943], [3.62861, 0.51359, -1.22680], [5.90237, 1.35206, -1.30239], [-7.06497, 2.18220, 1.63983], [-4.37046, -2.44514, -0.87203], [2.97986, -1.35712, 2.35579], [3.34222, -3.14715, 0.15210], [-6.66816, 1.57883, 2.76855], [-5.62754, 1.97621, -0.37781], [4.00650, -0.39210, -0.18974], [-2.70321, -0.08698, 3.77717], [-2.59863, 0.33955, 2.16618], [2.41920, 2.22223, -3.48061], [5.64064, -1.14906, 1.00562], [-4.93337, -1.62573, -1.35409], [-4.49316, -3.31214, -2.91705], [-4.53540, 2.39436, -0.29402], [2.56954, -3.88109, 0.42325], [-8.25008, 3.80191, 2.04428], [-4.14587, -4.48517, -1.58610], [4.01143, -1.61256, 2.63172], [6.62140, 2.06326, -1.71046], [7.31485, 0.40261, 0.02407], [0.72790, 2.36320, -2.91095], [4.26784, -3.37092, 0.70083], [-3.85577, -1.49580, 2.39287], [4.31827, 2.05159, -2.58123], [-6.10123, 2.18391, 3.53597], [3.53025, -3.22710, -0.92751], [-7.86694, 2.81137, -1.54586], [-9.14911, 2.19370, 1.83656], [2.05355, 2.99626, -1.90265], [-8.17310, 3.86715, -0.11860], [-8.35239, 2.62538, 3.34920], [-4.91341, -2.83494, -0.01219], [2.75376, -0.33590, 2.69544], [2.22631, -1.57128, -2.84804], [-5.87601, 1.59726, -1.47856], [0.78020, -0.73178, -3.47185], [2.28379, -2.04618, 2.85830], [2.42047, -0.19058, -3.97644], [-6.86204, 0.56505, 3.13091], [-8.84675, 2.21160, -0.14317]],
  "nbo_charge": [1.749, 0.649, 0.671, -0.841, -0.434, -0.790, -0.481, 0.933, -0.938, -0.196, -0.592, -0.568, 0.477, -0.193, -0.623, -0.928, -0.017, -0.133, -0.087, -0.347, -0.326, -0.173, -0.135, -0.232, -0.933, -0.924, 0.117, -0.281, -0.343, 0.179, 0.221, 0.242, 0.214, 0.203, 0.225, 0.256, 0.248, 0.288, 0.218, 0.247, 0.238, 0.238, 0.251, 0.246, 0.211, 0.223, 0.243, 0.254, 0.253, 0.284, 0.257, 0.240, 0.282, 0.230, 0.249, 0.248, 0.215, 0.247, 0.251, 0.249, 0.247, 0.219],
  "e_homo_ev": [-11.81, -12.56],
  "charge": 2,
  "max_force_ev_per_a": 5.0,
  "energy_ev": -67976.9709
}